5 unconnected molecules or ions with the total composition C15H30O15, computed with wB97M-V/def2-TZVPD.

Summary:
Frontier orbital gap   0.40713 Ha
Total charge   0
Largest force on an atom   8.34 eV/A
LUMO   0.6 eV
DFT total energy   -1717.83924 Eh
ΔE to the lowest compared entry with this formula, charge and spin   9.435 eV
SMILES   COC(=O)OC.COC(=O)OC.COC(=O)OC.COC(=O)OC.COC(=O)OC

Bonds (Å) are listed after each position.
Cartesian coordinates (Å):
1 C 26.90900 12.88900 27.91000  O2 1.425, H7 1.080, H8 1.015, H9 1.125
2 O 26.42300 12.77700 29.24500  C1 1.425, C3 1.378
3 C 25.25400 13.38300 29.65300  O2 1.378, O4 1.210, O5 1.342
4 O 24.80300 14.24900 28.93900  C3 1.210
5 O 24.85700 13.14300 30.91200  C3 1.342, C6 1.349
6 C 23.58100 13.42600 31.24400  O5 1.349, H10 1.107, H11 1.247, H12 1.326
7 H 26.29100 13.50200 27.27000  C1 1.080
8 H 27.17800 11.93200 27.70300  C1 1.015
9 H 27.85100 13.49800 27.99400  C1 1.125
10 H 23.25800 14.48500 31.26000  C6 1.107
11 H 23.65300 13.24400 32.47600  C6 1.247
12 H 22.79400 12.43600 30.84700  C6 1.326
13 C 21.76000 5.97700 33.60000  O14 1.442, H19 1.100, H20 1.190, H21 1.180
14 O 21.00400 7.20500 33.59700  C13 1.442, C15 1.388
15 C 21.51600 8.33100 32.96800  O14 1.388, O16 1.257, O17 1.375
16 O 22.67400 8.30000 32.47900  C15 1.257
17 O 20.71400 9.44700 33.02100  C15 1.375, C18 1.408
18 C 21.17700 10.46900 32.17000  O17 1.408, H22 0.959, H23 1.266, H24 1.195
19 H 22.02500 5.55600 32.61900  C13 1.100
20 H 21.45300 5.08800 34.32900  C13 1.190
21 H 22.92200 6.06000 33.78800  C13 1.180
22 H 20.42900 10.58800 31.58200  C18 0.959
23 H 22.30100 10.35600 31.59900  C18 1.266
24 H 21.34000 11.54300 32.66700  C18 1.195
25 C 24.55500 9.68000 29.88000  O26 1.401, H31 1.261, H32 1.244, H33 1.233
26 O 23.66900 10.52800 29.20200  C25 1.401, C27 1.439
27 C 23.71300 10.56000 27.76400  O26 1.439, O28 1.220, O29 1.370
28 O 24.46900 9.83700 27.13600  C27 1.220
29 O 22.91100 11.50600 27.18200  C27 1.370, C30 1.399
30 C 23.12800 11.81700 25.83500  O29 1.399, H34 1.158, H35 1.188, H36 1.065
31 H 25.76800 10.01900 29.81700  C25 1.261
32 H 24.61900 8.45800 29.65700  C25 1.244
33 H 24.57900 9.90500 31.09200  C25 1.233
34 H 22.42100 12.73300 25.79800  C30 1.158
35 H 22.61400 10.99300 25.15100  C30 1.188
36 H 24.17700 11.96900 25.72700  C30 1.065
37 C 23.36900 6.43100 27.90800  O38 1.420, H43 1.175, H44 1.138, H45 1.033
38 O 23.03300 6.02400 29.22600  C37 1.420, C39 1.341
39 C 23.11100 4.71500 29.50600  O38 1.341, O40 1.198, O41 1.364
40 O 23.68900 4.00600 28.73300  C39 1.198
41 O 22.74800 4.24100 30.73200  C39 1.364, C42 1.429
42 C 22.69500 2.84300 31.02400  O41 1.429, H46 1.128, H47 0.952, H48 1.046
43 H 23.48600 7.60000 27.91800  C37 1.175
44 H 22.85100 5.89400 27.04900  C37 1.138
45 H 24.34100 6.14300 27.70800  C37 1.033
46 H 23.75400 2.51800 30.81000  C42 1.128
47 H 21.93900 2.53100 30.53700  C42 0.952
48 H 22.48800 2.77100 32.04700  C42 1.046
49 C 25.72200 6.67400 32.22400  O50 1.507, H55 1.055, H56 1.029, H57 1.221
50 O 26.81300 7.36100 31.44300  C49 1.507, C51 1.302
51 C 27.12200 6.91400 30.26000  O50 1.302, O52 1.171, O53 1.323
52 O 26.94600 5.79400 29.96700  C51 1.171
53 O 27.73500 7.84500 29.54800  C51 1.323, C54 1.416
54 C 28.07500 7.55600 28.20400  O53 1.416, H58 1.079, H59 1.019, H60 1.082
55 H 25.08400 7.21500 32.86700  C49 1.055
56 H 26.19700 5.94400 32.77200  C49 1.029
57 H 24.84200 6.15200 31.55800  C49 1.221
58 H 28.68000 6.67900 28.03500  C54 1.079
59 H 28.38000 8.37300 27.67700  C54 1.019
60 H 27.12400 7.44200 27.70000  C54 1.082